{"formula": "C26H50OP2RuSi", "method": "ωB97M-V with the def2-TZVPD basis set", "multiplicity": 6, "charge": 1, "orbital_gap_ha": [0.2329, 0.1676], "homo_energy_ha": [-0.3150, -0.3665], "e_above_lowest_kcal_mol": 0.0, "species": ["Ru", "C", "C", "C", "C", "C", "C", "H", "H", "H", "C", "H", "H", "H", "C", "H", "H", "H", "C", "H", "H", "H", "C", "H", "H", "H", "C", "C", "C", "C", "C", "C", "C", "C", "H", "H", "H", "H", "H", "H", "H", "H", "H", "H", "H", "H", "P", "C", "C", "P", "C", "C", "C", "H", "H", "H", "H", "H", "H", "H", "H", "H", "H", "H", "H", "H", "H", "C", "Si", "C", "C", "O", "H", "H", "H", "H", "H", "H", "H", "H", "H"], "positions_angstrom": [[-0.04529, 0.51693, -3.62846], [-0.91642, -1.83626, 0.30531], [0.38872, -2.04378, -0.23002], [0.53248, -0.44185, 1.42264], [-0.82558, -0.82026, 1.29808], [1.28959, -1.22301, 0.50107], [-2.16365, -2.53327, -0.05798], [-2.01071, -3.23420, -0.88150], [-2.94908, -1.82144, -0.35054], [-2.55589, -3.10398, 0.79936], [-1.94564, -0.19842, 2.03095], [-2.87544, -0.75909, 1.88088], [-2.11424, 0.83713, 1.69172], [-1.73533, -0.16271, 3.11093], [1.03478, 0.63525, 2.29576], [0.59303, 0.55122, 3.29958], [0.76872, 1.63042, 1.90116], [2.12618, 0.59810, 2.38575], [2.75543, -1.19389, 0.36278], [3.24105, -1.67243, 1.22687], [3.13604, -0.15945, 0.30625], [3.08329, -1.72041, -0.53880], [0.77258, -2.89319, -1.37985], [1.40767, -3.74304, -1.07843], [1.34758, -2.30049, -2.11263], [-0.10697, -3.28292, -1.90712], [-1.16322, 1.84424, -4.48246], [-1.84591, 0.50724, -4.69163], [-1.64881, -0.17453, -6.05185], [-0.23991, -0.77367, -6.24067], [0.71966, -0.45196, -5.12556], [1.33010, 0.86137, -5.04881], [0.91354, 2.00003, -5.94921], [-0.53093, 2.49732, -5.68197], [-1.86700, 0.51710, -6.87748], [0.18455, -0.43390, -7.19863], [-2.37868, -0.98329, -6.15303], [-1.15620, 2.36196, -6.57209], [-1.69580, 2.49941, -3.78420], [-2.92423, 0.65596, -4.50308], [-0.48506, 3.57566, -5.47763], [1.60071, 2.83219, -5.73991], [2.37317, 0.89414, -4.72156], [1.06410, 1.74691, -7.00928], [-0.31375, -1.87036, -6.29660], [1.32618, -1.29356, -4.77118], [-2.05607, -0.62056, -3.04039], [-3.40297, 0.15958, -2.10313], [-2.59863, -2.23936, -3.65110], [2.78547, 1.55420, -1.36991], [1.10622, 1.68305, -2.20652], [3.70893, 0.46951, -2.53272], [3.54953, 3.16991, -1.80174], [-2.95397, 0.78536, -1.31675], [-4.05013, -0.61122, -1.66049], [-4.00706, 0.79547, -2.76508], [-2.49324, -2.35362, -4.73464], [-3.64564, -2.40638, -3.36070], [-1.97030, -2.99695, -3.16514], [3.34666, 3.40741, -2.85439], [4.63367, 3.09691, -1.63198], [3.13933, 3.94732, -1.14176], [0.30915, 1.70836, -1.38930], [1.07588, 2.65562, -2.74106], [4.57204, 0.03925, -2.00405], [4.06976, 1.06580, -3.38060], [3.06792, -0.34855, -2.89067], [-2.29988, 4.71019, -0.74094], [-1.23553, 3.44635, 0.19721], [0.48373, 4.26349, 0.40879], [-1.95234, 3.36365, 1.96967], [-1.16755, 2.01412, -0.48910], [-2.21442, 5.70957, -0.28958], [-3.35938, 4.42072, -0.72492], [-1.99343, 4.78440, -1.79289], [0.44606, 5.00005, 1.22565], [1.26625, 3.52938, 0.64807], [0.78703, 4.79008, -0.50788], [-2.97089, 2.95299, 1.96566], [-1.34635, 2.74342, 2.64413], [-1.99719, 4.37484, 2.40193]], "atomic_forces_ev_per_a": [[0.4031, -0.0694, 6.1956], [0.2257, 0.2041, 0.1005], [-0.1392, 0.1355, 0.1047], [0.1075, 0.2059, -0.2919], [-0.1780, 0.0966, -0.1795], [0.0889, 0.1199, 0.2129], [-0.3585, -0.3073, -0.1688], [-0.0545, 0.0802, 0.1523], [0.2442, -0.1752, 0.1666], [0.1159, 0.1650, -0.1845], [-0.4133, -0.1576, 0.1927], [0.1787, 0.1414, 0.0796], [0.2017, -0.3455, 0.0329], [-0.0476, 0.0560, -0.2681], [0.3530, 0.0522, 0.3384], [0.0894, 0.0853, -0.2207], [-0.0415, -0.3343, -0.0071], [-0.2450, 0.0414, -0.0041], [0.5153, -0.1504, -0.0551], [-0.1624, 0.0109, -0.0985], [-0.2657, -0.4158, 0.1467], [-0.0378, 0.0482, 0.1751], [-0.0320, -0.2032, -0.4181], [-0.1884, 0.2679, -0.0257], [-0.1317, -0.1644, 0.2793], [0.2771, 0.0395, 0.2038], [-0.7275, -0.0269, 0.0771], [-2.1903, 0.1259, -1.4395], [-0.1510, -0.4210, -0.3161], [-0.0218, -0.5360, -0.4929], [1.2886, -0.3940, -2.0428], [0.9262, -0.9170, -0.7982], [0.2084, 0.3673, -0.1234], [0.2418, 0.7519, -0.3306], [-0.1108, -0.0591, 0.3699], [-0.1669, -0.1919, 0.1549], [-0.0400, 0.2356, -0.0648], [0.0414, 0.1667, 0.1624], [0.0538, 0.0675, -0.2609], [0.0322, 0.3647, -0.6055], [-0.1221, -0.2332, -0.1979], [-0.1723, -0.1771, -0.1482], [-0.3625, 0.0217, -0.0934], [-0.1088, 0.0293, 0.1672], [-0.0561, 0.2842, -0.1369], [0.0404, 0.0751, -0.1865], [1.9117, 0.0255, 0.3396], [-0.3130, 0.1292, 0.0100], [-0.6304, -0.2556, -0.0786], [-1.3909, 0.6021, -0.8667], [0.9585, 1.2049, 0.7918], [0.3280, -0.2682, 0.0465], [0.0536, -0.0468, 0.1338], [-0.1008, -0.1925, -0.2859], [0.1042, 0.2832, -0.1801], [-0.0374, -0.1288, 0.2328], [-0.0449, 0.0289, 0.2540], [0.2428, -0.1143, -0.2258], [-0.2290, 0.1609, -0.2142], [0.1340, 0.0802, 0.2399], [-0.2710, 0.1342, -0.0825], [0.1522, -0.1625, -0.2927], [-0.4380, -0.1535, -0.0812], [0.0615, -0.1512, 0.3290], [-0.1550, 0.0846, -0.2532], [-0.0856, -0.3093, 0.1074], [0.2153, 0.2092, 0.0586], [0.0598, -0.3737, 0.0518], [0.1371, 3.0655, 1.1245], [-0.1090, -0.2443, -0.0992], [-0.0103, -0.2781, -0.1970], [0.3959, -1.9789, -0.7378], [-0.0038, -0.2531, -0.0845], [0.1479, 0.0890, -0.0097], [-0.0145, 0.0186, 0.1670], [-0.0308, -0.1770, -0.2100], [-0.1149, 0.1362, -0.0376], [-0.0921, -0.1613, 0.1677], [0.1081, 0.1169, 0.0580], [-0.0633, 0.1466, -0.1060], [0.0168, -0.2270, -0.2221]], "lowdin_charge": [1.06, -0.12, -0.12, -0.11, -0.12, -0.12, -0.01, 0.07, 0.07, 0.12, 0.01, 0.09, 0.07, 0.11, 0.02, 0.10, 0.08, 0.10, -0.05, 0.12, 0.01, 0.08, -0.01, 0.11, 0.08, 0.06, -0.32, -0.49, -0.19, -0.19, -0.38, -0.33, -0.18, -0.17, 0.11, 0.11, 0.09, 0.11, 0.11, 0.10, 0.11, 0.11, 0.07, 0.11, 0.11, 0.09, 0.86, -0.26, -0.25, 0.83, -0.40, -0.31, -0.30, 0.02, 0.04, 0.06, 0.04, 0.06, 0.02, 0.04, 0.04, 0.02, -0.04, 0.02, 0.04, 0.04, 0.02, -0.17, 0.27, -0.17, -0.18, -0.28, 0.04, 0.03, 0.02, 0.04, 0.00, 0.03, 0.03, 0.01, 0.04]}